DFT (wB97M-V/def2-TZVPD) results for a structure of composition C49H82N11OPb at a distorted geometry.

Structure (XYZ):
```
144
Properties=species:S:1:pos:R:3
Pb -2.99929 -6.89151 -2.14345
C -1.18635 -0.93750 -3.43474
C -0.24462 -0.33182 -2.38957
C -0.77413 1.18367 -2.43425
C -0.31089 1.99741 -1.23962
C -0.77591 1.30117 -0.06285
C -0.23043 -0.15837 0.16860
N -0.56779 -0.93722 -1.06931
O -0.32805 -2.37169 -1.05425
C -1.05278 -0.67089 1.42618
C 1.32245 -0.07168 0.42368
C 1.21683 -0.40855 -2.86796
H -0.93720 -0.57928 -4.43359
H -2.22918 -0.69949 -3.22513
H -1.23941 -2.02239 -3.52583
H -1.84967 1.36062 -2.43263
H -0.45359 1.68269 -3.34876
H -0.73336 2.97359 -1.47775
H 0.77380 2.09023 -1.18547
H -1.86117 1.25924 -0.15533
H -0.78081 1.87404 0.86445
H -2.12440 -0.50315 1.31846
H -0.83769 -0.11741 2.34023
H -0.76141 -1.71856 1.50093
H 1.96647 0.46331 -0.27427
H 1.78056 -1.05678 0.51208
H 1.47016 0.30799 1.43468
H 1.77317 0.51526 -2.70940
H 1.31568 -0.27924 -3.94574
H 1.75116 -1.32678 -2.62411
C 5.30179 3.87254 5.27529
C 4.87127 4.67844 4.05257
C 5.96068 4.75992 2.92597
C 6.64646 3.52664 2.55080
N 7.18773 2.53768 2.29469
H 4.56313 4.01575 6.06394
H 6.26856 4.11682 5.71548
H 5.33110 2.78795 5.17090
H 4.70084 5.66878 4.47481
H 3.95505 4.26012 3.63584
H 6.73116 5.51079 3.10105
H 5.57245 4.97408 1.93023
C -6.94843 -7.53817 6.27873
C -7.03376 -6.06490 6.58568
C -5.85291 -5.27287 5.89360
C -5.34778 -5.77518 4.59252
N -4.97215 -6.24793 3.53548
H -7.83333 -8.07184 6.62549
H -5.99414 -7.96609 6.58583
H -6.91248 -7.61057 5.19173
H -6.91680 -5.71190 7.61029
H -8.07284 -5.82995 6.35501
H -4.90372 -5.31862 6.42751
H -6.09155 -4.21219 5.81544
C 2.02499 -1.07988 -10.35858
C 2.73498 -2.35942 -10.15800
C 1.87838 -3.42456 -9.48372
C 0.74048 -3.85933 -10.32707
N -0.14926 -4.23086 -11.00733
H 2.78190 -0.32204 -10.56077
H 1.57540 -0.70366 -9.43965
H 1.37636 -1.06785 -11.23450
H 3.48292 -2.03555 -9.43426
H 3.20775 -2.56321 -11.11875
H 1.48009 -2.93241 -8.59645
H 2.42128 -4.29837 -9.12341
C 6.91834 4.90948 -5.48677
C 8.22037 4.13907 -5.34490
C 8.33518 2.83859 -6.27810
C 8.28220 3.05815 -7.72390
N 8.35784 3.12584 -8.89900
H 6.89405 5.98224 -5.29520
H 6.14059 4.46130 -4.86843
H 6.63025 4.83620 -6.53545
H 8.44786 3.90472 -4.30498
H 8.97566 4.83388 -5.71216
H 7.51834 2.15370 -6.05053
H 9.15289 2.14488 -6.08261
C -9.72109 -0.77274 -4.98994
C -8.33710 -0.14889 -4.44237
C -8.17001 -0.52819 -2.94680
C -7.61018 -1.81494 -2.86866
N -7.11892 -2.88160 -2.90882
H -10.03525 -0.25800 -5.89793
H -10.52198 -0.68048 -4.25634
H -9.67198 -1.80600 -5.33354
H -8.53827 0.89901 -4.21981
H -7.51302 -0.12533 -5.15542
H -9.12065 -0.50906 -2.41386
H -7.32197 0.07154 -2.61626
C 3.88538 -6.99903 2.51811
C 4.88345 -7.37805 1.39258
C 4.32687 -8.76809 0.88552
C 2.97047 -8.76179 0.38819
N 1.83871 -8.80019 0.10244
H 4.12499 -5.96039 2.74595
H 4.03090 -7.51149 3.46906
H 2.83478 -7.06106 2.23439
H 5.89449 -7.46024 1.79152
H 5.06325 -6.73902 0.52806
H 4.48982 -9.50763 1.66950
H 4.99277 -9.30996 0.21391
C -6.45239 5.15676 1.33751
C -6.64627 5.18109 -0.22485
C -6.38618 6.52644 -0.88778
C -5.28083 7.32744 -0.26305
N -4.43426 7.94446 0.14554
H -6.18598 4.13543 1.60956
H -7.31849 5.57501 1.85038
H -5.52585 5.63435 1.65613
H -7.62918 4.81241 -0.51823
H -5.87571 4.52843 -0.63517
H -7.34738 7.02951 -0.78234
H -6.28120 6.39321 -1.96450
N -1.39154 8.21229 5.95131
C -1.17880 8.85593 7.14521
C -1.15073 7.96594 8.16264
C -1.33410 6.76638 7.57695
C -1.57285 6.91292 6.24575
H -1.35875 8.64234 5.03803
H -0.90545 9.89180 7.00860
H -0.84879 8.28666 9.14873
H -1.24821 5.81973 8.08967
H -1.71690 6.18614 5.45998
N 8.77513 -2.99846 -1.43093
C 8.47853 -3.45340 -2.68786
C 9.07379 -4.70862 -2.64718
C 9.62875 -4.97459 -1.40349
C 9.36388 -3.89552 -0.60641
H 8.71569 -2.05291 -1.08094
H 8.02331 -2.79415 -3.41212
H 8.98652 -5.50580 -3.37057
H 10.28023 -5.81076 -1.19663
H 9.74011 -3.59578 0.36055
N -5.32435 1.61422 8.42989
C -4.16547 1.15304 7.87229
C -3.78617 -0.05826 8.44020
C -4.69856 -0.29532 9.45022
C -5.58329 0.70678 9.40654
H -6.00124 2.30957 8.14988
H -3.68571 1.61953 7.02457
H -2.87954 -0.62385 8.28362
H -4.78595 -1.07967 10.18748
H -6.47290 0.94411 9.97105
```

Output
Frontier orbital gap in eV: 2.57
LUMO level in eV: -6.24
Net charge: +1

DFT (wB97M-V/def2-TZVPD) results for a cluster of 6 separate species, C49H84INO16S5 in total at a distorted geometry.

Structure (XYZ):
```
156
Properties=species:S:1:pos:R:3
C 4.30204 1.46731 -2.42305
C 3.91923 -0.03983 -2.34670
O 2.51385 -0.25856 -2.02088
C 2.24775 -1.59573 -2.46434
C 1.16209 -2.35332 -1.62401
C -0.21458 -1.63818 -1.44930
C -0.87106 -1.58013 -0.12161
C -0.24551 -2.21788 1.17158
C -1.33881 -3.20792 1.81223
C -2.00822 -2.63190 3.12701
C -1.45134 -3.29756 4.46403
C -0.87169 -2.21440 5.48639
C 0.45297 -2.69773 6.20352
C 0.62218 -1.91349 7.57060
C 2.09334 -2.01304 8.14328
O 2.89522 -1.08110 7.40711
C 3.97171 -0.54248 8.18565
C -2.18341 -0.94030 0.08010
C -2.92821 -0.33756 -1.00035
C -2.26746 -0.41208 -2.31111
C -0.98672 -1.01658 -2.57017
C -0.48249 -1.02271 -4.04331
C 0.31121 0.31779 -4.42505
C 0.04553 1.48296 -3.40920
I 0.99603 3.36506 -4.01089
C -3.29868 0.26014 -3.25644
O -3.22527 0.34647 -4.45371
N -4.40697 0.72921 -2.45599
C -4.56273 2.21850 -2.35007
C -4.64491 2.96547 -3.74060
C -5.69676 4.15012 -3.73881
C -6.42716 4.34395 -5.13061
O -6.01576 5.57979 -5.79370
C -4.80780 5.37576 -6.43398
O -3.83553 6.01515 -6.14575
C -4.31652 0.34439 -1.05005
O -5.12406 0.49989 -0.18645
H 3.64262 2.04796 -3.12402
H 5.32625 1.51027 -2.89829
H 4.42313 1.97323 -1.41674
H 4.61554 -0.61730 -1.68528
H 4.04608 -0.45437 -3.39280
H 2.05222 -1.65548 -3.57437
H 3.21131 -2.17056 -2.31642
H 0.95101 -3.33761 -2.13305
H 1.65058 -2.61815 -0.65198
H 0.64608 -2.84864 0.96400
H -0.08493 -1.41266 1.92736
H -0.83927 -4.17601 2.09042
H -2.13376 -3.48147 1.06754
H -3.09332 -2.93895 3.07831
H -1.99330 -1.51508 3.19774
H -2.29169 -3.80124 5.02227
H -0.70269 -4.10934 4.26070
H -1.61079 -2.00103 6.31192
H -0.71443 -1.24808 4.94601
H 1.31392 -2.37204 5.56078
H 0.47287 -3.80446 6.36368
H 0.44089 -0.82605 7.36951
H -0.13921 -2.25098 8.32276
H 2.47278 -3.05288 7.95404
H 2.05882 -1.80254 9.24552
H 4.95643 -0.88987 7.76127
H 3.91176 0.57812 8.10324
H 3.95533 -0.83907 9.26357
H -2.64412 -0.92231 1.09999
H -1.35515 -1.04169 -4.75224
H 0.13616 -1.92885 -4.29095
H 1.41067 0.15135 -4.54886
H -0.05193 0.68918 -5.42484
H 0.39060 1.27261 -2.37011
H -1.04623 1.73361 -3.33261
H -5.54957 2.39299 -1.83940
H -3.77186 2.63731 -1.67323
H -4.88865 2.26179 -4.57398
H -3.63251 3.41522 -3.92110
H -6.46584 4.00398 -2.93653
H -5.11729 5.09650 -3.56046
H -6.23187 3.49657 -5.84787
H -7.52873 4.45681 -4.94124
H -4.73935 4.58609 -7.25239
O 3.75031 1.09447 3.28050
S 3.91537 2.11243 2.27305
O 5.06634 2.15487 1.40199
C 2.44282 2.16496 1.27725
C 1.53157 3.15033 2.00112
C 2.43285 4.31577 2.42258
C 3.69895 3.71639 3.04228
H 2.01621 1.16649 1.19337
H 2.72216 2.53881 0.29079
H 0.71240 3.48265 1.36236
H 1.09890 2.67770 2.88760
H 2.69892 4.90603 1.54130
H 1.92951 4.98325 3.12335
H 4.57490 4.33246 2.84545
H 3.58691 3.56268 4.11551
O -5.12229 0.99831 -8.69106
S -5.66236 2.20373 -9.27051
O -6.56206 3.07159 -8.54175
C -4.30950 3.18111 -9.90866
C -4.12664 2.68013 -11.33630
C -5.53954 2.52671 -11.90924
C -6.38399 1.80120 -10.86006
H -3.42568 3.04302 -9.28691
H -4.61912 4.22778 -9.89529
H -3.52217 3.36918 -11.92738
H -3.62400 1.70875 -11.33025
H -5.96301 3.51674 -12.10205
H -5.53566 1.98518 -12.85049
H -7.41967 2.13156 -10.87909
H -6.33694 0.72020 -10.98749
O 3.80533 -0.62945 11.45091
S 4.14097 -1.97640 11.85023
O 3.26512 -3.09385 11.58862
C 5.77312 -2.36173 11.23680
C 6.71044 -1.89217 12.34030
C 6.06430 -2.33781 13.65432
C 4.58045 -1.96201 13.58755
H 5.94069 -1.85750 10.28652
H 5.83247 -3.44271 11.10458
H 7.71037 -2.31036 12.21773
H 6.79379 -0.80085 12.32172
H 6.16575 -3.42057 13.75908
H 6.54756 -1.87863 14.51840
H 3.95801 -2.67795 14.12214
H 4.40368 -0.95714 13.97135
O 8.01347 -4.53101 12.39988
S 9.00122 -4.32292 11.36785
O 8.83369 -3.33229 10.33252
C 10.59147 -4.08602 12.14547
C 11.15569 -5.49516 12.28592
C 10.84346 -6.20253 10.96361
C 9.38068 -5.90586 10.61858
H 10.46549 -3.57601 13.09929
H 11.20322 -3.48191 11.47378
H 12.22601 -5.47851 12.49360
H 10.65944 -6.01650 13.10934
H 11.49414 -5.80900 10.17795
H 11.02196 -7.27647 11.02833
H 9.22503 -5.84088 9.54286
H 8.70942 -6.65031 11.04669
O -6.75839 2.90356 -15.18885
S -7.87829 2.24563 -14.56189
O -7.75221 1.54130 -13.30605
C -9.22462 3.41260 -14.43610
C -9.98162 3.25771 -15.75000
C -10.05638 1.75025 -16.01164
C -8.65983 1.17147 -15.76492
H -8.83142 4.41606 -14.28150
H -9.84392 3.11634 -13.58799
H -10.97279 3.70900 -15.69621
H -9.43109 3.74616 -16.55889
H -10.77066 1.29609 -15.31945
H -10.39871 1.53256 -17.02403
H -8.70738 0.15932 -15.36625
H -8.05470 1.18560 -16.67135
```

Output
Frontier orbital gap in eV: 8.74
LUMO level in eV: -0.12
Structure (SMILES): CCOCCc1c(CCCCCCCCOC)cc2c(c1CCCI)C(=O)N(CCCCOC=O)C2=O.O=S1(=O)CCCC1.O=S1(=O)CCCC1.O=S1(=O)CCCC1.O=S1(=O)CCCC1.O=S1(=O)CCCC1

The HOMO results, record by record, are as follows: -8.8 -8.9 eV.